The following is a DFT calculation (ωB97M-V/def2-TZVPD) of C60H42Cl5FGeP3Pt as an isolated structure.

The geometry in ORCA input format:
```
! wB97M-V def2-TZVPD RIJCOSX def2/J DEFGRID3
* xyz 3 1
Pt -0.713 -0.186 0.300
F 4.271 0.462 -2.489
Ge 2.680 0.186 -1.788
C 3.178 -1.265 -0.572
C 4.493 -1.687 -0.825
C 5.051 -2.798 -0.217
C 4.299 -3.555 0.657
C 3.003 -3.165 0.931
C 2.440 -2.011 0.353
P 0.786 -1.842 1.083
C 0.981 -1.726 2.867
C -0.090 -1.986 3.723
C 0.109 -2.100 5.086
C 1.380 -1.931 5.618
C 2.449 -1.651 4.780
C 2.258 -1.552 3.413
C 0.095 -3.428 0.654
C 0.176 -3.805 -0.692
C -0.270 -5.051 -1.086
C -0.776 -5.937 -0.140
C -0.835 -5.576 1.199
C -0.412 -4.321 1.602
C 2.326 2.031 -1.242
C 3.037 2.919 -2.059
C 2.946 4.293 -1.902
C 2.138 4.818 -0.915
C 1.401 3.966 -0.111
C 1.488 2.577 -0.268
P 0.521 1.695 0.980
C -0.826 2.783 1.450
C -2.043 2.733 0.774
C -3.075 3.588 1.125
C -2.889 4.516 2.139
C -1.662 4.608 2.785
C -0.632 3.751 2.445
C 1.744 1.438 2.283
C 1.525 1.719 3.638
C 2.581 1.745 4.532
C 3.873 1.487 4.102
C 4.111 1.203 2.766
C 3.062 1.189 1.866
C 1.692 -0.185 -3.413
C 2.475 -0.399 -4.554
C 1.910 -0.415 -5.817
C 0.549 -0.192 -5.977
C -0.242 0.008 -4.862
C 0.320 -0.008 -3.582
P -0.901 0.191 -2.254
C -1.688 1.808 -2.611
C -0.910 2.949 -2.420
C -1.375 4.206 -2.765
C -2.630 4.346 -3.337
C -3.390 3.216 -3.597
C -2.925 1.956 -3.252
C -2.145 -1.051 -2.662
C -3.495 -0.882 -2.334
C -4.440 -1.804 -2.753
C -4.042 -2.929 -3.460
C -2.697 -3.140 -3.735
C -1.752 -2.205 -3.346
H 5.098 -1.136 -1.529
H 6.070 -3.077 -0.448
H 4.705 -4.442 1.122
H 2.428 -3.767 1.621
H -1.087 -2.124 3.326
H -0.730 -2.316 5.735
H 1.537 -2.020 6.685
H 3.441 -1.521 5.189
H 3.109 -1.352 2.779
H 0.606 -3.131 -1.424
H -0.201 -5.348 -2.124
H -1.105 -6.921 -0.447
H -1.206 -6.278 1.933
H -0.448 -4.061 2.650
H 3.687 2.531 -2.829
H 3.513 4.945 -2.553
H 2.059 5.888 -0.773
H 0.744 4.409 0.619
H -2.206 2.049 -0.055
H -4.017 3.539 0.595
H -3.693 5.187 2.412
H -1.507 5.351 3.555
H 0.320 3.849 2.949
H 0.549 1.982 3.997
H 2.394 1.993 5.568
H 4.696 1.529 4.803
H 5.118 1.025 2.415
H 3.291 1.033 0.827
H 3.544 -0.527 -4.454
H 2.537 -0.581 -6.683
H 0.105 -0.178 -6.963
H -1.306 0.166 -4.994
H 0.089 2.857 -2.040
H -0.747 5.072 -2.607
H -2.999 5.324 -3.616
H -4.346 3.308 -4.093
H -3.522 1.107 -3.532
H -3.812 -0.047 -1.724
H -5.483 -1.653 -2.514
H -4.780 -3.647 -3.793
H -2.390 -4.020 -4.283
H -0.714 -2.353 -3.617
Cl -1.492 1.025 3.960
C -2.612 0.236 2.946
C -2.192 -0.441 1.794
C -3.134 -1.299 1.240
Cl -2.550 -2.364 0.027
C -4.472 -1.352 1.615
Cl -5.549 -2.412 0.816
C -4.898 -0.538 2.658
Cl -6.530 -0.528 3.127
C -3.950 0.241 3.342
Cl -4.454 1.182 4.675
*
```

Computed properties:
- Gap between HOMO and LUMO: 5.453 eV
- Maximum force: 0.0169 hartree/bohr
- Energy above the lowest of the compared OMol25 structures with the same formula, charge and spin: 1.311 eV
- Molecular weight: 1319.869 g/mol
- Calculated total energy: -215836.9578 eV